No. 1
Entry from OMol25: an isolated molecule of C3H8S2 in a non-equilibrium geometry (wB97M-V/def2-TZVPD).

The total charge is 0. The LUMO energy comes out at 0.7 eV. The calculation puts the highest occupied orbital energy at -0.320 Eh. For the gap between HOMO and LUMO, the calculation gives 9.4 eV.

Last column: Mulliken charge in e.
CARTESIAN COORDINATES (ANGSTROEM)
C: 0.98 -1.83 0.67  -0.987
C: 1.47 -0.78 -0.32  -0.491
S: 0.18 0.22 -1.24  -0.117
S: -1.28 0.37 0.24  -0.105
C: -0.47 1.58 1.35  -0.736
H: 0.95 -1.52 1.73  0.271
H: -0.06 -2.12 0.50  0.328
H: 1.65 -2.68 0.60  0.320
H: 2.06 -1.33 -1.06  0.357
H: 2.14 -0.06 0.15  0.327
H: -0.44 1.19 2.37  0.276
H: -0.91 2.57 1.27  0.326
H: 0.56 1.68 1.01  0.231

No. 2
Entry from OMol25: a cluster of 2 separate species, C3H8S2 in total in a non-equilibrium geometry (wB97M-V/def2-TZVPD).

The total charge is +1. Its expectation value of S² is 0.757. The LUMO energy (alpha / beta) comes out at -4.7 / -8.1 eV. The calculation puts the highest occupied orbital energy (alpha / beta) at -0.484 / -0.464 Eh. Its multiplicity is 2. For the gap between HOMO and LUMO (alpha / beta), the calculation gives 8.5 / 4.5 eV.

Last column: Mulliken charge in e.
CARTESIAN COORDINATES (ANGSTROEM)
C: 0.55 -1.73 -1.60  -0.319
C: 0.74 -0.38 -1.45  -0.544
H: 0.62 -2.21 -2.58  0.253
H: 0.37 -2.42 -0.78  0.172
H: 0.20 0.31 -2.10  0.249
H: 1.37 0.11 -0.72  0.369
C: -0.73 1.79 0.73  -0.761
S: -1.31 0.14 1.29  0.292
S: 0.35 -0.56 2.28  0.034
H: -1.61 2.36 0.43  0.346
H: 0.01 1.79 -0.06  0.276
H: -0.27 2.27 1.59  0.376
H: -0.27 -1.49 2.96  0.256

No. 3
Entry from OMol25: a cluster of 2 separate species, C3H8S4 in total in a non-equilibrium geometry (wB97M-V/def2-TZVPD).

The total charge is 0. The LUMO energy (alpha / beta) comes out at -0.1 / 0.4 eV. The calculation puts the highest occupied orbital energy (alpha / beta) at -0.271 / -0.275 Eh. For the gap between HOMO and LUMO (alpha / beta), the calculation gives 7.3 / 7.8 eV.

Last column: Mulliken charge in e.
CARTESIAN COORDINATES (ANGSTROEM)
C: -0.24 -1.96 -0.66  -0.924
C: -0.53 -1.16 0.51  -0.167
C: 0.19 1.40 0.66  -0.450
S: -2.30 -0.97 0.85  -0.202
S: -1.02 2.57 0.89  -0.174
S: 2.77 0.81 -0.99  -0.223
S: 0.86 1.50 -0.96  -0.020
H: 0.31 -2.84 -0.52  0.327
H: 0.39 -1.46 -1.48  0.154
H: -1.16 -2.39 -1.28  0.293
H: 0.13 -1.13 1.38  0.487
H: 0.89 1.19 1.44  0.478
H: -1.99 0.13 1.55  0.106
H: -1.69 2.33 -0.24  0.155
H: 3.39 2.00 -1.16  0.161

No. 4
Entry from OMol25: a cluster of 2 separate species, C3H8Se in total in a non-equilibrium geometry (wB97M-V/def2-TZVPD).

The total charge is 0. The LUMO energy comes out at 0.9 eV. The calculation puts the highest occupied orbital energy at -0.336 Eh. For the gap between HOMO and LUMO, the calculation gives 10.1 eV.

Last column: Mulliken charge in e.
CARTESIAN COORDINATES (ANGSTROEM)
Se: -3.62 -0.23 0.05  -0.212
H: -2.47 0.63 0.45  0.103
H: -3.15 -0.36 -1.22  0.100
C: 0.04 -0.89 -0.45  -0.839
C: 0.88 -0.37 0.43  0.092
C: 1.81 0.83 0.26  -0.957
H: -0.61 -1.83 -0.27  0.290
H: 0.26 -0.51 -1.45  0.252
H: 0.70 -0.75 1.41  0.293
H: 2.22 1.17 -0.72  0.327
H: 1.27 1.65 0.65  0.254
H: 2.67 0.67 0.86  0.297

No. 5
Entry from OMol25: the ion C3H9B2O3 with charge -1 in a non-equilibrium geometry (wB97M-V/def2-TZVPD).

The total charge is -1. The LUMO energy comes out at 3.2 eV. The calculation puts the highest occupied orbital energy at -0.167 Eh. For the gap between HOMO and LUMO, the calculation gives 7.8 eV.

Last column: Mulliken charge in e.
CARTESIAN COORDINATES (ANGSTROEM)
O: 2.67 -1.65 1.05  -0.566
C: 2.05 -1.29 -0.08  0.145
C: 1.81 0.36 -0.27  -0.467
B: 0.52 0.74 0.68  0.214
C: -0.86 1.10 -0.13  -0.619
B: -1.84 -0.23 -0.07  0.674
O: -3.00 -0.16 0.86  -0.573
O: -1.57 -1.46 -0.87  -0.617
H: 1.61 -2.01 -0.90  0.178
H: 1.71 0.67 -1.39  0.202
H: 2.75 0.90 0.20  0.136
H: 0.28 -0.15 1.43  -0.213
H: 0.79 1.69 1.36  -0.229
H: -0.71 1.55 -1.20  0.154
H: -1.40 1.96 0.50  0.004
H: -3.60 -0.92 0.55  0.280
H: -1.20 -1.11 -1.74  0.295

No. 6
Entry from OMol25: an isolated molecule of C3H9BO2 in a non-equilibrium geometry (wB97M-V/def2-TZVPD).

The total charge is 0. Its expectation value of S² is 2.006. The LUMO energy (alpha / beta) comes out at 0.7 / -3.9 eV. The calculation puts the highest occupied orbital energy (alpha / beta) at -0.142 / -0.417 Eh. Its multiplicity is 3. For the gap between HOMO and LUMO (alpha / beta), the calculation gives 4.5 / 7.4 eV.

Last column: Mulliken charge in e.
CARTESIAN COORDINATES (ANGSTROEM)
B: 0.14 2.41 0.06  -0.077
C: -1.24 -1.78 0.43  -1.228
C: 0.20 -1.42 0.17  -0.409
C: 0.45 -0.02 -0.34  -0.472
O: 1.22 2.46 -0.80  -0.486
O: -0.23 0.94 0.44  -0.084
H: -0.55 3.20 0.68  -0.110
H: -1.15 -2.77 0.79  0.373
H: -1.60 -1.10 1.10  0.371
H: -1.95 -1.64 -0.42  0.302
H: 0.63 -2.24 -0.52  0.328
H: 0.84 -1.67 1.02  0.335
H: 1.49 0.10 -0.32  0.376
H: 0.19 0.26 -1.35  0.511
H: 1.58 3.27 -0.95  0.269

No. 7
Entry from OMol25: a cluster of 2 separate species, C3H9BO5PS in total in a non-equilibrium geometry (wB97M-V/def2-TZVPD).

The total charge is -1. The LUMO energy comes out at 1.8 eV. The calculation puts the highest occupied orbital energy at -0.047 Eh. For the gap between HOMO and LUMO, the calculation gives 3.1 eV.

Last column: Mulliken charge in e.
CARTESIAN COORDINATES (ANGSTROEM)
C: 3.03 0.97 0.03  -0.996
P: 1.85 -0.29 0.69  0.228
C: 2.51 -1.86 -0.03  -1.046
S: 0.01 0.24 -0.41  -0.078
B: -1.52 -0.61 0.32  0.529
O: -1.91 -0.36 1.55  -0.283
O: -2.18 -1.48 -0.49  -0.428
H: 3.66 1.28 0.85  0.323
H: 2.50 1.85 -0.30  0.352
H: 3.64 0.57 -0.76  0.328
H: 2.15 -2.69 0.57  0.330
H: 2.24 -1.97 -1.07  0.320
H: 3.59 -1.83 0.05  0.393
H: 0.18 -0.30 -1.63  0.153
H: -2.00 0.64 1.59  0.291
H: -2.22 -1.06 -1.37  0.272
C: -3.90 1.73 0.06  0.624
O: -4.11 1.88 -1.19  -0.764
O: -2.85 2.24 0.68  -0.813
O: -4.68 1.06 0.84  -0.736

No. 8
Entry from OMol25: a cluster of 2 separate species, C3H9BS3 in total in a non-equilibrium geometry (wB97M-V/def2-TZVPD).

The total charge is 0. The LUMO energy comes out at 0.1 eV. The calculation puts the highest occupied orbital energy at -0.336 Eh. For the gap between HOMO and LUMO, the calculation gives 9.2 eV.

Last column: Mulliken charge in e.
CARTESIAN COORDINATES (ANGSTROEM)
C: 2.61 -0.15 0.71  -1.185
C: 1.55 -0.70 -0.35  -0.329
C: 0.01 -0.22 -0.23  -0.463
S: -0.25 1.51 0.14  -0.249
H: 2.44 0.86 0.80  0.347
H: 2.41 -0.59 1.69  0.314
H: 3.61 -0.33 0.38  0.355
H: 1.63 -1.77 -0.11  0.259
H: 1.84 -0.45 -1.38  0.298
H: -0.38 -0.36 -1.18  0.325
H: -0.54 -0.84 0.59  0.256
H: 0.50 1.60 1.28  0.081
S: -4.16 -1.11 -2.12  -0.406
B: -4.10 -0.19 -0.78  0.567
S: -4.00 0.89 0.62  -0.323
H: -3.19 1.86 -0.04  0.154

Question: Which value of total charge does entry 1 give?
Answer: 0